{
  "formula": "C38H59BCl2N7OS2TeTi",
  "method": "ωB97M-V with the def2-TZVPD basis set",
  "symbols": ["Ti", "C", "C", "C", "C", "C", "C", "C", "C", "C", "N", "N", "B", "N", "N", "C", "C", "C", "C", "C", "C", "C", "C", "C", "N", "N", "C", "C", "C", "C", "C", "C", "C", "C", "C", "H", "H", "H", "H", "H", "H", "H", "H", "H", "H", "H", "H", "H", "H", "H", "H", "H", "H", "H", "H", "H", "H", "H", "H", "H", "H", "H", "H", "H", "H", "H", "H", "H", "H", "H", "H", "H", "H", "H", "H", "H", "H", "H", "H", "H", "H", "S", "C", "N", "C", "C", "C", "C", "C", "C", "S", "H", "H", "H", "H", "Te", "Cl", "C", "Cl", "H", "H", "C", "C", "C", "O", "H", "H", "H", "H", "H", "H", "H"],
  "xyz": [[-2.041, 1.201, -0.777], [-1.996, -1.316, -5.122], [-2.081, -1.054, -3.623], [-2.276, -2.346, -2.840], [-0.854, -0.367, -3.118], [0.275, -0.048, -3.861], [1.171, 0.497, -2.967], [2.487, 1.087, -3.391], [2.916, 2.230, -2.481], [3.576, 0.022, -3.576], [0.630, 0.475, -1.730], [-0.659, -0.007, -1.840], [1.468, -0.025, -0.419], [0.934, -1.456, -0.033], [-0.278, -1.622, 0.559], [-0.351, -2.881, 0.947], [0.817, -3.580, 0.571], [1.611, -2.637, -0.051], [2.952, -2.863, -0.689], [3.908, -3.570, 0.275], [2.792, -3.666, -1.985], [-1.517, -3.393, 1.758], [-1.097, -4.565, 2.645], [-2.726, -3.790, 0.910], [1.533, 0.861, 0.859], [0.415, 0.872, 1.639], [0.770, 1.196, 2.851], [2.160, 1.429, 2.901], [2.635, 1.199, 1.631], [4.132, 1.358, 1.385], [4.499, 2.756, 0.868], [4.878, 0.256, 0.632], [-0.083, 1.054, 4.083], [0.165, -0.350, 4.665], [-1.583, 1.270, 3.899], [-2.904, -1.822, -5.459], [-1.143, -1.958, -5.365], [-1.898, -0.382, -5.682], [-2.923, -0.398, -3.435], [-1.428, -3.023, -2.992], [-3.190, -2.860, -3.152], [-2.339, -2.127, -1.780], [0.425, -0.157, -4.924], [2.289, 1.510, -4.379], [3.243, 1.841, -1.525], [2.077, 2.906, -2.300], [3.737, 2.796, -2.929], [3.813, -0.461, -2.632], [4.490, 0.475, -3.971], [3.244, -0.751, -4.272], [2.581, -0.154, -0.812], [1.043, -4.624, 0.732], [3.378, -1.900, -0.944], [3.552, -4.580, 0.496], [3.977, -3.027, 1.220], [4.911, -3.648, -0.157], [2.373, -4.652, -1.768], [3.757, -3.800, -2.486], [2.113, -3.153, -2.670], [-1.843, -2.581, 2.415], [-0.862, -5.451, 2.045], [-1.915, -4.820, 3.323], [-0.217, -4.314, 3.242], [-3.049, -2.959, 0.292], [-3.564, -4.057, 1.559], [-2.483, -4.639, 0.261], [2.741, 1.728, 3.762], [4.527, 1.312, 2.402], [3.988, 2.995, -0.060], [5.579, 2.830, 0.699], [4.206, 3.512, 1.598], [4.785, 0.346, -0.446], [4.520, -0.730, 0.928], [5.944, 0.320, 0.873], [0.299, 1.788, 4.800], [-0.113, -1.100, 3.919], [-0.443, -0.513, 5.560], [1.217, -0.499, 4.919], [-2.032, 0.422, 3.376], [-1.796, 2.173, 3.322], [-2.068, 1.354, 4.875], [-3.155, 3.445, -1.063], [-1.858, 2.872, 0.324], [-0.586, 3.083, -0.046], [0.085, 3.878, 0.831], [1.407, 4.313, 0.713], [1.964, 5.117, 1.699], [1.229, 5.519, 2.810], [-0.105, 5.122, 2.932], [-0.659, 4.320, 1.954], [-2.288, 3.676, 1.875], [1.973, 4.020, -0.161], [2.995, 5.439, 1.600], [1.684, 6.138, 3.573], [-0.699, 5.436, 3.783], [-1.967, 2.902, -3.077], [-3.023, 0.261, 1.456], [-4.513, 0.333, 2.383], [-5.449, -1.791, 3.742], [-5.397, 0.425, 1.771], [-4.420, 0.979, 3.243], [-5.761, 1.256, -0.858], [-4.873, 0.083, -1.248], [-5.385, -0.532, -2.547], [-3.507, 0.398, -1.391], [-6.775, 0.889, -0.683], [-5.779, 2.000, -1.657], [-5.403, 1.744, 0.045], [-4.955, -0.679, -0.464], [-5.234, 0.169, -3.372], [-6.454, -0.743, -2.453], [-4.871, -1.467, -2.771]],
  "forces_ev_per_a": [[-0.414, 1.827, -0.627], [0.008, -0.001, -0.004], [-0.020, 0.039, -0.029], [-0.031, -0.165, -0.046], [0.195, 0.063, 0.167], [-0.024, 0.010, -0.108], [0.063, 0.003, 0.026], [0.129, -0.051, 0.233], [-0.037, 0.106, -0.109], [-0.038, 0.097, -0.058], [0.107, -0.378, 0.224], [0.452, -0.339, -0.283], [-0.001, -0.099, 0.206], [0.043, 0.188, -0.249], [0.115, 0.125, 0.069], [0.000, -0.163, 0.026], [-0.039, -0.027, 0.005], [-0.087, 0.070, 0.021], [-0.071, -0.179, 0.030], [-0.017, 0.008, -0.015], [0.033, 0.058, -0.008], [-0.028, 0.016, -0.016], [-0.034, 0.050, 0.067], [0.038, -0.025, 0.092], [0.310, -0.014, -0.197], [-0.324, -0.162, -0.527], [0.290, 0.038, 0.602], [-0.033, 0.021, -0.128], [-0.251, -0.176, 0.366], [-0.129, 0.048, -0.262], [0.051, -0.058, 0.085], [-0.114, -0.018, 0.069], [-0.171, -0.075, 0.031], [-0.043, 0.047, 0.012], [0.264, -0.122, 0.304], [0.015, 0.017, -0.003], [-0.044, 0.017, 0.001], [-0.012, -0.032, 0.003], [-0.109, 0.095, 0.034], [-0.036, 0.025, 0.002], [0.061, -0.007, 0.004], [-0.028, -0.033, 0.194], [-0.035, 0.026, 0.071], [-0.062, 0.004, -0.040], [0.040, -0.048, 0.170], [0.039, -0.028, -0.019], [0.026, -0.033, 0.020], [0.043, -0.037, 0.139], [-0.026, -0.004, 0.020], [0.006, 0.013, 0.005], [0.189, 0.127, -0.076], [0.028, 0.084, 0.010], [0.079, 0.185, -0.014], [0.012, 0.028, 0.013], [0.008, -0.033, -0.034], [-0.032, -0.012, 0.003], [-0.001, 0.018, -0.023], [-0.031, 0.000, 0.017], [0.019, -0.017, 0.014], [0.034, 0.062, -0.071], [0.003, 0.028, 0.010], [0.038, -0.031, -0.033], [-0.018, -0.019, -0.008], [-0.040, 0.142, -0.127], [0.032, -0.010, -0.042], [-0.005, 0.021, -0.010], [-0.006, -0.018, -0.057], [-0.016, -0.005, 0.059], [0.021, -0.006, -0.099], [-0.030, -0.014, 0.017], [0.015, -0.049, -0.036], [-0.104, 0.003, -0.222], [-0.004, -0.014, -0.028], [-0.018, 0.002, -0.023], [-0.014, 0.075, 0.052], [-0.001, 0.011, 0.033], [0.036, 0.018, -0.057], [0.018, -0.008, -0.007], [0.401, 0.271, 0.555], [0.162, -0.633, 0.475], [0.029, -0.019, 0.090], [-0.144, -0.354, -0.459], [0.516, 1.026, 0.742], [-0.162, -0.555, 0.075], [0.000, 0.048, 0.099], [-0.009, 0.036, -0.020], [-0.035, 0.026, -0.001], [-0.111, -0.066, -0.049], [0.075, -0.009, -0.004], [-0.082, 0.009, 0.005], [0.005, 0.437, -0.771], [0.013, -0.046, 0.028], [-0.035, 0.009, -0.015], [-0.006, 0.006, 0.001], [0.021, -0.007, -0.001], [-0.007, 0.140, -0.240], [-0.385, -0.920, -0.053], [-0.042, 0.491, -0.282], [-0.042, -0.064, 0.018], [0.038, -0.201, 0.009], [0.122, -0.113, 0.082], [0.196, 0.115, -0.085], [-0.059, -0.274, -0.035], [0.004, -0.009, 0.018], [-0.846, -0.738, -0.114], [0.015, -0.002, 0.002], [-0.010, 0.025, 0.018], [0.015, 0.052, 0.020], [0.089, -0.016, 0.108], [-0.014, -0.012, 0.003], [0.010, -0.013, -0.039], [-0.004, 0.052, -0.009]],
  "mulliken_spin": [0.018, 0.000, -0.001, 0.001, 0.004, -0.001, -0.001, -0.001, 0.000, 0.000, 0.001, 0.001, 0.008, 0.004, -0.013, -0.009, 0.001, 0.001, 0.000, 0.000, 0.000, 0.016, 0.001, -0.002, 0.002, -0.009, 0.005, 0.000, 0.000, 0.000, 0.000, 0.000, -0.001, 0.000, 0.019, 0.000, 0.000, 0.000, 0.001, 0.000, 0.000, 0.000, 0.000, 0.000, 0.000, 0.000, 0.000, 0.000, 0.000, 0.000, 0.000, 0.000, 0.000, 0.000, 0.000, 0.000, 0.000, 0.000, 0.000, -0.003, 0.000, 0.000, 0.000, -0.001, 0.001, 0.000, 0.000, 0.000, 0.000, 0.000, 0.000, 0.000, 0.000, 0.000, 0.000, 0.001, 0.000, 0.000, -0.009, -0.003, -0.001, 0.005, -0.023, 0.002, 0.003, 0.000, 0.000, 0.000, 0.000, 0.005, 0.000, 0.000, 0.000, 0.000, 0.000, 0.013, 0.052, 0.754, 0.158, 0.014, -0.011, -0.012, -0.007, 0.001, 0.008, 0.001, 0.001, 0.010, -0.001, 0.000, 0.000, 0.000],
  "total_charge": -2,
  "molar_mass_g_mol": 951.3,
  "e_homo_ev": [-1.40, -1.46],
  "relative_energy_kj_mol": 132.50,
  "lumo_energy_ha": [0.1401, 0.1400],
  "e_tot_ev": -130645.9510,
  "multiplicity": 2,
  "homo_lumo_gap_ev": [5.21, 5.27]
}

{
  "formula": "C38H59N4O2PSe2Ta",
  "method": "ωB97M-V with the def2-TZVPD basis set",
  "symbols": ["Ta", "O", "C", "C", "C", "C", "C", "C", "C", "N", "C", "C", "N", "C", "C", "C", "C", "C", "C", "C", "O", "H", "H", "H", "H", "H", "H", "H", "H", "H", "H", "H", "H", "H", "H", "C", "Se", "C", "C", "Se", "C", "H", "H", "H", "H", "H", "H", "H", "H", "H", "H", "C", "C", "C", "C", "C", "C", "N", "H", "H", "H", "H", "H", "H", "H", "H", "C", "C", "C", "C", "P", "N", "C", "C", "C", "C", "C", "C", "C", "C", "H", "H", "H", "H", "H", "H", "H", "H", "H", "H", "H", "H", "H", "H", "H", "H", "H", "H", "H", "H", "H", "H", "H", "H", "H", "H", "H"],
  "xyz": [[-1.139, 0.390, -0.737], [-1.387, 1.390, 0.904], [-2.104, 2.529, 1.138], [-2.802, 2.475, 2.352], [-3.309, 3.673, 2.790], [-3.269, 4.815, 1.985], [-2.656, 4.845, 0.741], [-2.062, 3.633, 0.257], [-1.728, 3.481, -1.098], [-1.580, 2.308, -1.660], [-2.329, 1.938, -2.857], [-3.609, 1.333, -2.384], [-3.252, 0.458, -1.246], [-4.156, 0.300, -0.323], [-3.925, -0.522, 0.871], [-4.943, -0.584, 1.889], [-5.009, -1.650, 2.749], [-3.922, -2.523, 2.787], [-2.779, -2.309, 2.053], [-2.780, -1.317, 1.024], [-1.724, -1.283, 0.152], [-2.754, 1.539, 2.926], [-3.813, 3.710, 3.762], [-3.679, 5.769, 2.318], [-2.658, 5.802, 0.161], [-1.662, 4.389, -1.742], [-1.699, 1.227, -3.393], [-2.414, 2.783, -3.558], [-4.093, 0.824, -3.188], [-4.275, 2.130, -2.016], [-5.236, 0.641, -0.475], [-5.729, 0.154, 1.800], [-5.903, -1.762, 3.396], [-3.957, -3.432, 3.412], [-1.895, -2.954, 2.108], [-0.265, -2.326, 6.056], [0.004, -2.186, 4.118], [1.211, -3.658, 3.662], [0.700, -4.607, 2.571], [0.921, -3.928, 0.688], [1.121, -5.630, -0.328], [-0.506, -1.307, 6.364], [0.632, -2.714, 6.574], [-1.100, -3.023, 6.227], [1.297, -4.258, 4.567], [2.147, -3.203, 3.381], [-0.368, -4.831, 2.775], [1.199, -5.603, 2.569], [0.916, -6.483, 0.353], [2.161, -5.666, -0.669], [0.410, -5.575, -1.202], [0.909, -1.621, -3.513], [-0.532, -1.687, -3.643], [-1.233, -2.252, -4.748], [-2.529, -2.347, -4.330], [-2.528, -2.049, -2.926], [-3.588, -2.573, -2.013], [-1.324, -1.464, -2.552], [1.413, -1.467, -4.472], [1.294, -2.619, -3.162], [1.176, -0.931, -2.696], [-0.763, -2.580, -5.671], [-3.388, -2.771, -4.840], [-4.032, -3.496, -2.450], [-4.447, -1.899, -1.884], [-3.170, -2.783, -1.026], [3.870, 2.896, 1.216], [2.530, 2.118, 1.160], [1.408, 3.196, 1.214], [2.544, 1.206, 2.393], [2.271, 1.036, -0.404], [0.738, 0.454, -0.625], [2.686, 2.153, -1.958], [1.895, 1.684, -3.173], [4.154, 2.137, -2.396], [2.206, 3.595, -1.784], [3.474, -0.475, -0.266], [3.381, -1.359, -1.459], [3.022, -1.374, 0.908], [4.936, -0.032, -0.033], [3.830, 3.500, 2.184], [4.012, 3.666, 0.426], [4.752, 2.259, 1.208], [0.823, 3.093, 2.150], [0.707, 3.117, 0.369], [1.810, 4.229, 1.205], [1.990, 1.711, 3.196], [3.580, 0.990, 2.742], [2.031, 0.249, 2.284], [2.299, 0.743, -3.529], [2.013, 2.379, -4.014], [0.836, 1.513, -2.949], [4.511, 1.118, -2.613], [4.845, 2.471, -1.593], [4.311, 2.671, -3.336], [1.162, 3.548, -1.474], [2.271, 4.185, -2.713], [2.844, 4.122, -1.073], [2.381, -1.847, -1.455], [4.147, -2.202, -1.501], [3.463, -0.851, -2.411], [1.949, -1.380, 0.906], [3.390, -1.068, 1.918], [3.321, -2.411, 0.711], [5.304, 0.618, -0.880], [5.674, -0.894, -0.115], [5.123, 0.578, 0.882]],
  "forces_ev_per_a": [[2.046, -3.915, -0.682], [-1.149, 1.433, -0.587], [0.734, -2.253, 0.496], [0.805, 0.655, -0.291], [-0.954, -0.174, 0.560], [0.337, 1.311, -0.619], [0.074, -0.188, 0.154], [-0.303, 0.806, 1.535], [0.334, -0.118, -1.410], [-0.146, 0.228, 1.067], [1.873, 0.931, -1.547], [-0.443, 0.466, 0.821], [-2.095, 1.041, 0.334], [-0.403, -0.979, 0.113], [-0.317, 0.787, 0.502], [0.218, -0.310, -1.740], [-0.639, 0.727, 0.528], [0.401, -1.061, 0.659], [0.211, 0.336, -1.455], [0.624, -1.004, 0.034], [-0.957, 1.278, 1.556], [-0.171, 0.610, -0.263], [0.218, 0.136, -0.351], [-0.047, -0.470, 0.195], [0.057, -1.158, 0.391], [-0.700, -0.562, 0.330], [-0.241, -0.486, -0.208], [-0.391, -0.130, 0.294], [-0.308, -0.683, -0.440], [0.074, -0.197, -0.147], [1.517, -0.107, 0.113], [-0.245, -0.123, 0.159], [0.863, -0.053, -0.413], [-0.005, 0.702, -0.177], [-0.573, 0.233, 0.015], [0.160, -0.857, -0.116], [0.007, 0.393, -0.210], [-0.279, -0.600, -0.158], [-0.663, -0.674, -0.467], [-0.416, -0.719, 0.521], [-0.522, 0.238, -0.041], [0.043, -0.281, 0.148], [-0.413, 0.436, -0.327], [0.286, 0.451, 0.118], [0.301, 0.148, 0.116], [0.404, -0.107, 0.106], [0.503, 0.223, -0.314], [0.048, 0.829, 0.207], [-0.016, 0.574, -0.639], [-0.351, -0.123, 0.010], [0.792, -0.274, 1.083], [1.415, -0.777, 0.733], [-0.517, -0.102, -1.756], [2.289, 1.441, 0.888], [-1.472, -0.739, 2.649], [-1.138, 0.557, -1.822], [-0.633, 0.099, 0.001], [-0.287, 0.015, 0.135], [0.103, 0.470, 0.247], [-0.258, 0.615, -0.199], [0.078, -0.068, -0.846], [-0.211, 0.246, 0.141], [0.214, -0.084, 0.060], [0.486, 0.514, 0.402], [0.008, 0.072, 0.174], [-0.172, -0.185, -0.176], [0.060, 1.203, 0.221], [0.187, 0.261, -0.534], [-0.644, 0.025, 0.244], [-0.306, -0.167, 0.843], [0.358, -0.226, -0.948], [0.958, 0.998, 0.310], [-0.098, 0.097, -0.816], [-0.136, -1.099, -0.244], [0.936, -0.845, 0.942], [0.378, 0.251, 0.653], [0.936, 0.543, 1.531], [-0.532, -1.659, -1.304], [0.654, 0.338, 0.644], [1.498, 0.788, -1.138], [0.185, -0.930, -1.063], [-0.252, -0.609, 0.353], [-0.173, 0.239, 0.212], [0.209, -0.022, -0.545], [0.151, -0.008, 0.515], [-0.062, -0.639, -0.084], [0.421, -0.002, -0.010], [-0.761, 0.178, -0.272], [-0.090, 0.338, -0.099], [-0.126, -0.272, -0.109], [-0.117, 0.085, 0.364], [0.166, 0.225, -0.186], [-0.387, 0.185, -0.035], [-0.424, 0.344, -0.665], [-0.171, 0.400, 0.286], [0.070, 0.487, 0.025], [0.018, -0.571, 0.093], [-0.494, 0.127, 0.186], [0.773, 0.210, -0.040], [-0.772, 1.172, 0.518], [0.081, 0.249, -0.280], [-0.656, -0.160, 0.262], [-0.147, -0.327, -1.050], [0.136, 0.367, 0.044], [-0.483, -0.639, 0.946], [-1.207, 0.698, 0.592], [-0.223, -1.077, -0.551]],
  "lowdin_charge": [1.822, -0.242, -0.275, 0.009, -0.040, -0.075, 0.002, -0.156, -0.057, -0.130, -0.200, -0.158, -0.109, -0.053, -0.164, -0.036, -0.077, -0.062, -0.031, -0.296, -0.273, 0.140, 0.125, 0.114, 0.138, 0.163, 0.104, 0.143, 0.127, 0.133, 0.170, 0.112, 0.123, 0.126, 0.061, -0.403, 0.907, -0.556, -0.537, 0.914, -0.378, 0.009, 0.033, 0.018, 0.066, 0.034, 0.055, 0.067, 0.027, 0.007, 0.033, -0.103, -0.431, -0.079, -0.093, -0.375, -0.060, -0.007, 0.089, 0.093, 0.005, 0.100, 0.096, 0.091, 0.056, 0.062, -0.086, -0.564, -0.082, -0.089, 1.074, -0.365, -0.574, -0.110, -0.085, -0.089, -0.590, -0.115, -0.163, -0.076, 0.123, 0.071, 0.049, 0.090, 0.027, 0.095, 0.090, 0.099, 0.043, 0.060, 0.100, 0.048, 0.069, 0.083, 0.098, 0.052, 0.102, 0.066, 0.058, 0.130, 0.063, 0.001, 0.084, 0.052, 0.063, 0.116, 0.062],
  "total_charge": 1,
  "molar_mass_g_mol": 973.8,
  "e_homo_ev": -7.94,
  "relative_energy_kj_mol": 86.06,
  "lumo_energy_ha": -0.1487,
  "e_tot_ev": -191945.6955,
  "homo_lumo_gap_ev": 3.89
}

- Number 2 is which compound?
  C38H59N4O2PSe2Ta

- Which formula does entry 1 have?
  C38H59BCl2N7OS2TeTi